Computed, not measured: CH3PS3 in the gas phase in a non-equilibrium geometry, with ωB97M-V/def2-TZVPD.

Last column: Mulliken charge in e.
Geometry (Å):
C  -0.93775  -0.27278  0.34027  -0.13
P  1.51121  0.37495  0.15629  0.25
S  -0.28323  0.41624  -1.06813  -0.03
S  -2.59549  -0.99120  0.23905  -0.15
S  2.80293  -0.98978  -0.24215  -0.33
H  1.88502  1.69020  0.27645  0.08
H  0.83763  0.51604  1.34154  0.17
H  -3.22031  -0.74367  -1.04332  0.14

Computed properties:
Calculated total energy: -1575.70951 Ha
Total charge: 0
Kohn-Sham gap: 0.310 Eh
HOMO energy: -9.1 eV
Energy above the lowest of the compared OMol25 structures with the same formula, charge and spin: 1.9969 eV